No. 1
Entry from OMol25: C34H48GeN6O7SScSe4Si3 as an isolated structure (ωB97M-V/def2-TZVPD).

Results
- Net charge: -2
- Multiplicity: 2
- Energy above the lowest of the compared OMol25 structures with the same formula, charge and spin: 4.263 eV
- Orbital gap (spin up / spin down): 0.2402 / 0.1780 Eh
- Strongest force on any atom: 1.41 eV/A

Positions of all 105 atoms, in Å:
Sc -0.136 0.211 -0.160
O 4.310 2.193 2.003
C 4.323 1.211 2.934
C 5.528 1.056 3.617
C 5.675 0.101 4.600
C 4.598 -0.711 4.949
C 3.420 -0.599 4.243
C 3.261 0.345 3.214
C 1.959 0.225 2.469
O 1.113 1.092 2.370
N 0.527 -1.703 2.143
N -0.576 -0.948 1.825
C -1.658 -1.030 2.492
C -2.766 -0.101 2.327
C -3.889 -0.246 3.147
C -4.912 0.680 3.142
C -4.804 1.796 2.308
C -3.712 1.956 1.483
C -2.679 1.001 1.449
O -1.668 1.133 0.632
H 3.456 2.276 1.547
H 6.356 1.691 3.320
H 6.637 -0.061 5.071
H 4.708 -1.458 5.727
H 2.594 -1.269 4.459
H -1.766 -1.756 3.294
H -3.943 -1.108 3.807
H -5.774 0.552 3.784
H -5.590 2.542 2.302
H -3.618 2.809 0.819
Se -1.149 2.164 -1.918
Se 0.186 3.149 -3.423
Se 2.386 2.571 -2.589
Se 1.947 1.900 -0.451
C -3.318 -4.707 -2.023
Si -2.589 -3.532 -0.726
C -1.387 -4.677 0.173
C -3.985 -3.237 0.518
Ge -1.842 -1.451 -1.680
Si -0.854 -2.127 -3.773
C -2.148 -2.721 -5.027
C 0.449 -3.491 -3.885
C -0.016 -0.599 -4.481
Si -3.988 -0.729 -2.556
C -3.829 0.524 -3.968
C -5.218 -1.996 -3.257
C -4.960 0.152 -1.200
H -3.738 -5.598 -1.537
H -2.539 -5.038 -2.723
H -4.108 -4.230 -2.607
H -1.953 -5.550 0.520
H -0.905 -4.214 1.039
H -0.595 -5.030 -0.495
H -4.276 -4.175 1.007
H -4.871 -2.823 0.020
H -3.687 -2.523 1.290
H -2.645 -3.625 -4.656
H -1.673 -2.960 -5.988
H -2.922 -1.967 -5.204
H 0.102 -4.440 -3.457
H 1.378 -3.219 -3.383
H 0.674 -3.658 -4.945
H -0.743 0.197 -4.670
H 0.530 -0.797 -5.412
H 0.703 -0.218 -3.746
H -3.397 0.063 -4.863
H -3.189 1.363 -3.688
H -4.817 0.920 -4.233
H -4.746 -2.695 -3.953
H -6.009 -1.460 -3.799
H -5.692 -2.578 -2.457
H -4.481 1.103 -0.946
H -4.994 -0.445 -0.281
H -5.991 0.359 -1.515
C 1.809 -3.515 -0.375
C 2.158 -2.031 -0.304
N 3.251 -1.761 -1.233
O 1.041 -1.250 -0.564
H 2.724 -4.109 -0.346
H 1.268 -3.718 -1.296
H 1.179 -3.801 0.467
H 2.929 -1.959 -2.175
H 3.450 -0.764 -1.209
O 7.660 -3.396 5.768
S 7.764 -4.174 4.537
O 7.981 -3.393 3.339
O 8.573 -5.372 4.645
C 6.052 -4.784 4.392
N 5.731 -5.857 5.121
C 4.462 -6.224 5.059
C 3.508 -5.549 4.320
C 3.925 -4.421 3.620
N 5.210 -4.059 3.658
C 2.977 -3.543 2.852
C 1.567 -3.599 3.265
C 0.522 -2.821 2.948
N 1.733 -1.058 1.949
C 2.758 -1.695 1.129
C 3.474 -2.787 1.863
H 4.186 -7.102 5.637
H 2.493 -5.914 4.290
H 1.297 -4.423 3.907
H -0.458 -3.122 3.285
H 3.497 -0.917 0.946
H 4.532 -2.901 1.642

Atom charges from the Löwdin analysis, given in e for atoms 1 to 2:
1 Sc 0.2952
2 O 0.0376

---

No. 2
Entry from OMol25: C34H48I2N5O2Si4TeW as an isolated structure (ωB97M-V/def2-TZVPD).

Results
- Net charge: +1
- Multiplicity: 1
- Orbital gap (spin up / spin down): 0.2273 / 0.2242 Eh
- Strongest force on any atom: 2.38 eV/A

Positions of all 97 atoms, in Å:
W -1.816 0.910 0.311
I -0.805 -6.327 -2.412
C -1.436 -4.524 -1.597
C -1.312 -4.303 -0.231
C -1.697 -3.080 0.292
I -1.553 -2.821 2.347
C -2.191 -2.067 -0.517
O -2.476 -0.896 0.030
C -2.362 -2.307 -1.885
C -2.993 -1.326 -2.864
N -3.426 -0.117 -2.191
C -4.013 0.943 -2.957
C -4.194 2.162 -2.063
C -4.823 3.275 -2.617
C -5.104 4.373 -1.838
C -4.795 4.310 -0.490
C -4.172 3.174 -0.015
N -3.822 2.131 -0.778
C -1.975 -3.541 -2.408
H -0.921 -5.072 0.422
H -3.819 -1.848 -3.368
H -2.275 -1.063 -3.649
H -4.081 -0.379 -1.463
H -4.998 0.704 -3.385
H -3.367 1.197 -3.802
H -5.104 3.243 -3.663
H -5.577 5.250 -2.264
H -5.024 5.117 0.192
H -3.933 3.091 1.033
H -2.099 -3.723 -3.470
O -0.086 2.438 2.942
C -1.100 2.185 2.333
N -1.493 2.730 1.106
C -0.603 3.616 0.403
C -0.803 3.349 -1.056
C -0.674 4.311 -2.046
C -0.679 3.904 -3.364
C -0.764 2.551 -3.650
C -0.965 1.664 -2.605
N -1.063 2.074 -1.347
C -2.105 1.131 2.740
C -2.109 0.572 4.028
C -3.209 -0.129 4.432
C -4.293 -0.299 3.558
C -4.219 0.243 2.311
N -3.154 0.965 1.915
H 0.435 3.365 0.663
H -0.764 4.665 0.659
H -0.526 5.347 -1.769
H -0.584 4.630 -4.163
H -0.692 2.177 -4.662
H -1.038 0.600 -2.760
H -1.254 0.754 4.666
H -3.258 -0.533 5.436
H -5.176 -0.847 3.852
H -5.023 0.142 1.594
C 1.952 -4.172 1.422
Si 2.716 -3.171 0.070
C 1.727 -3.351 -1.482
C 4.470 -3.735 -0.199
Si 2.818 -0.928 0.680
Te 0.529 0.108 0.375
Si 3.297 -0.568 2.932
C 1.968 -1.341 3.963
C 3.371 1.250 3.256
C 4.938 -1.362 3.309
Si 4.107 0.298 -0.813
C 3.854 2.111 -0.516
C 5.881 -0.177 -0.523
C 3.595 -0.091 -2.552
H 1.950 -5.231 1.142
H 0.924 -3.858 1.609
H 2.503 -4.069 2.362
H 1.638 -4.410 -1.748
H 2.189 -2.822 -2.323
H 0.718 -2.947 -1.344
H 4.482 -4.815 -0.378
H 5.102 -3.532 0.672
H 4.929 -3.241 -1.061
H 0.994 -1.309 3.465
H 1.886 -0.801 4.911
H 2.197 -2.388 4.181
H 2.434 1.743 2.973
H 4.190 1.717 2.703
H 3.540 1.429 4.323
H 5.042 -2.349 2.847
H 5.028 -1.492 4.392
H 5.774 -0.742 2.973
H 4.093 2.396 0.511
H 2.809 2.383 -0.699
H 4.488 2.694 -1.191
H 6.090 -0.375 0.533
H 6.538 0.634 -0.848
H 6.144 -1.078 -1.083
H 2.527 0.112 -2.695
H 3.774 -1.141 -2.805
H 4.159 0.531 -3.255

Atom charges from the Löwdin analysis, given in e for atoms 1 to 2:
1 W 1.2981
2 I 0.9230

---

No. 3
Entry from OMol25: C34H50BrClGeN5O6OsS2Si3 as an isolated structure (ωB97M-V/def2-TZVPD).

Results
- Net charge: +2
- Multiplicity: 2
- Energy above the lowest of the compared OMol25 structures with the same formula, charge and spin: 2.417 eV
- Orbital gap (spin up / spin down): 0.2441 / 0.2362 Eh
- Strongest force on any atom: 0.62 eV/A

Positions of all 104 atoms, in Å:
Os -0.416 -0.287 -0.095
Br 6.596 -0.317 -1.688
C 4.929 0.444 -1.340
C 4.618 0.896 -0.064
C 3.373 1.443 0.155
N 2.451 1.531 -0.817
C 2.748 1.074 -2.042
C 3.981 0.546 -2.352
H 5.323 0.823 0.752
H 3.092 1.801 1.133
H 1.959 1.121 -2.781
H 4.185 0.193 -3.352
O 1.061 -1.495 3.396
S 2.041 -1.020 2.480
O 2.891 0.071 2.860
N 1.340 -0.624 1.010
C 1.839 -1.352 0.024
O 1.246 -1.180 -1.089
C 2.861 -2.337 0.386
C 3.546 -3.247 -0.399
C 4.424 -4.115 0.241
C 4.601 -4.070 1.621
C 3.909 -3.154 2.412
C 3.041 -2.304 1.764
H 3.396 -3.282 -1.470
H 4.977 -4.841 -0.340
H 5.288 -4.762 2.090
H 4.044 -3.123 3.485
C -6.010 -3.500 -1.358
C -5.168 -3.617 -0.119
C -4.916 -4.848 0.466
C -4.154 -4.944 1.624
Cl -3.781 -6.506 2.278
C -3.652 -3.813 2.231
C -3.889 -2.569 1.657
C -4.632 -2.479 0.492
O -4.898 -1.288 -0.157
C -4.374 -0.111 0.402
C -2.880 -0.029 0.177
O -2.045 0.134 1.115
O -2.367 -0.147 -0.981
H -6.110 -4.466 -1.850
H -5.592 -2.782 -2.063
H -7.013 -3.146 -1.110
H -5.311 -5.748 0.012
H -3.074 -3.889 3.142
H -3.478 -1.697 2.146
H -4.588 -0.014 1.468
H -4.848 0.713 -0.130
C -1.132 1.329 -3.327
Si -1.132 2.811 -2.196
C -2.404 2.988 -0.835
C -1.391 4.327 -3.236
Ge 0.553 2.130 -0.349
Si 0.520 3.270 1.848
C 2.153 3.428 2.741
C -0.147 4.993 1.551
C -0.649 2.252 2.878
Si 1.544 4.324 -1.845
C 3.093 4.495 -0.827
C 1.879 3.738 -3.588
C 0.720 5.990 -1.821
H -2.167 1.125 -3.619
H -0.729 0.425 -2.874
H -0.585 1.552 -4.245
H -2.567 4.051 -0.647
H -2.202 2.495 0.113
H -3.341 2.591 -1.240
H -2.426 4.197 -3.577
H -0.767 4.396 -4.126
H -1.369 5.259 -2.680
H 2.927 3.962 2.191
H 2.547 2.474 3.091
H 1.929 4.025 3.631
H 0.614 5.633 1.103
H -0.401 5.431 2.520
H -1.043 5.028 0.931
H -0.312 1.222 3.006
H -1.660 2.224 2.472
H -0.701 2.708 3.871
H 3.837 3.718 -0.978
H 2.898 4.618 0.237
H 3.526 5.437 -1.181
H 1.183 2.992 -3.965
H 2.891 3.343 -3.684
H 1.802 4.613 -4.240
H 0.190 6.241 -0.905
H 0.078 6.180 -2.675
H 1.569 6.679 -1.900
C 0.157 -4.972 3.247
C 0.255 -5.353 1.772
C -0.376 -4.340 0.866
N -0.250 -3.070 0.988
N -0.905 -2.364 0.003
C -1.523 -3.140 -0.875
N -2.182 -2.729 -1.968
S -1.330 -4.810 -0.510
H 0.759 -5.653 3.846
H -0.874 -5.048 3.592
H 0.500 -3.953 3.416
H -0.216 -6.321 1.596
H 1.302 -5.457 1.469
H -2.481 -1.765 -2.008
H -2.729 -3.403 -2.476

Atom charges from the Löwdin analysis, given in e for atoms 1 to 2:
1 Os 1.3554
2 Br 0.8758

---

No. 4
Entry from OMol25: C34H50N12O3RuS3 as an isolated structure (ωB97M-V/def2-TZVPD).

Results
- Net charge: 0
- Multiplicity: 1
- Energy above the lowest of the compared OMol25 structures with the same formula, charge and spin: 0.521 eV
- Orbital gap: 0.2644 Eh
- Strongest force on any atom: 0.33 eV/A

Positions of all 103 atoms, in Å:
Ru -1.808 -0.200 -0.604
N -4.834 0.698 -2.028
C -4.221 1.638 -1.223
N -4.752 2.800 -0.875
N -3.822 3.369 -0.095
N -2.798 2.590 0.019
N -3.015 1.471 -0.693
C -4.674 -0.651 -1.754
N -5.607 -1.544 -2.037
N -5.075 -2.714 -1.651
N -3.899 -2.535 -1.161
N -3.594 -1.213 -1.207
H -5.774 0.936 -2.305
C -1.255 5.282 1.756
C -1.709 4.970 3.179
C -2.063 3.505 3.433
C -0.891 2.533 3.314
N -0.612 2.228 1.916
C 0.400 1.591 1.359
S 0.245 1.055 -0.294
N 1.578 1.356 1.934
C 2.160 1.891 3.155
C 2.596 3.354 3.065
C 3.472 3.672 1.845
C 2.688 4.209 0.649
H -1.117 6.356 1.627
H -1.996 4.945 1.029
H -0.310 4.794 1.514
H -2.593 5.572 3.407
H -0.938 5.276 3.895
H -2.864 3.205 2.752
H -2.461 3.410 4.447
H -1.124 1.601 3.839
H -0.025 2.980 3.799
H -1.400 2.381 1.271
H 2.245 0.874 1.329
H 3.042 1.276 3.339
H 1.491 1.731 3.999
H 3.142 3.572 3.987
H 1.722 4.015 3.063
H 4.031 2.777 1.552
H 4.217 4.418 2.132
H 1.959 3.489 0.275
H 3.357 4.460 -0.176
H 2.147 5.118 0.924
O -0.335 -1.882 -0.402
S -1.040 -3.062 -1.044
C 0.215 -4.314 -1.284
C 1.553 -3.972 -1.392
C 2.486 -4.977 -1.592
C 2.077 -6.302 -1.685
C 0.736 -6.632 -1.562
C -0.205 -5.632 -1.350
C -1.238 -2.552 -2.750
C -0.633 -1.370 -3.152
C -0.899 -0.880 -4.425
C -1.754 -1.572 -5.269
C -2.353 -2.753 -4.847
C -2.107 -3.246 -3.575
H 1.839 -2.933 -1.290
H 3.538 -4.732 -1.676
H 2.811 -7.082 -1.844
H 0.422 -7.665 -1.620
H -1.255 -5.876 -1.232
H 0.035 -0.852 -2.470
H -0.445 0.048 -4.748
H -1.971 -1.182 -6.255
H -3.041 -3.275 -5.500
H -2.621 -4.127 -3.214
O -2.214 -0.352 1.437
N -3.524 -0.543 1.650
C -4.322 0.520 1.836
C -5.679 0.347 1.990
C -6.211 -0.934 1.957
C -5.359 -2.013 1.797
C -4.007 -1.792 1.647
H -3.826 1.478 1.813
H -6.302 1.222 2.105
H -7.277 -1.087 2.045
H -5.729 -3.026 1.741
H -3.275 -2.562 1.468
C 3.828 2.149 -1.961
C 4.324 0.775 -2.401
C 3.351 -0.342 -2.032
S 3.485 -0.965 -0.339
O 3.845 0.182 0.564
C 5.022 -1.897 -0.542
C 5.557 -2.324 0.820
C 4.636 -3.289 1.557
H 4.525 2.929 -2.268
H 3.718 2.186 -0.879
H 2.854 2.369 -2.401
H 5.310 0.583 -1.969
H 4.459 0.757 -3.485
H 3.454 -1.230 -2.662
H 2.321 0.010 -2.105
H 5.742 -1.278 -1.077
H 4.767 -2.762 -1.162
H 5.722 -1.427 1.418
H 6.534 -2.787 0.666
H 3.638 -2.869 1.695
H 5.032 -3.523 2.545
H 4.526 -4.228 1.009

Atom charges from the Löwdin analysis, given in e for atoms 1 to 2:
1 Ru 0.8927
2 N 0.1420

---

no.,calculated total energy (a.u.)
1,-15889.970992
2,-3837.040736
3,-8917.074656
4,-3497.746253